No. 1
A 6-piece molecular cluster, C24H44BF10N4O17S overall in a non-equilibrium geometry. Source: OMol25; level of theory: ωB97M-V/def2-TZVPD.

Computed properties:
Orbital gap in eV: 8.99
2S+1: 1
HOMO level in eV: -11.73
Largest force on an atom in eV/A: 2.1
Molecular weight in u: 893.49
Net charge: +1

Each line ends with the Löwdin charge.
Cartesian coordinates (Å):
1 N 4.594 0.483 -0.685  0.07
2 C 5.626 1.221 -1.446  -0.12
3 N 5.011 2.200 -2.366  0.10
4 C 4.704 1.966 -3.687  -0.21
5 F 4.943 0.843 -4.306  0.18
6 C 4.153 3.077 -4.146  -0.23
7 N 3.671 3.306 -5.430  0.17
8 N 4.107 3.978 -3.117  0.08
9 C 3.496 5.299 -3.280  -0.05
10 C 1.986 5.121 -3.451  -0.03
11 C 1.202 5.319 -2.160  -0.45
12 F 2.088 5.124 -1.118  0.08
13 F 0.768 6.560 -1.991  0.17
14 C 0.126 4.250 -1.888  -0.47
15 F 0.775 3.075 -1.874  0.12
16 F -0.342 4.418 -0.667  0.15
17 S -1.289 4.101 -3.103  0.74
18 F -0.871 5.434 -3.836  -0.11
19 F -2.201 4.955 -2.144  -0.10
20 F -1.742 2.798 -2.346  -0.10
21 F -0.408 3.237 -4.072  -0.11
22 F -2.489 3.950 -4.086  -0.08
23 C 4.673 3.430 -2.025  -0.18
24 C 4.886 4.053 -0.712  0.05
25 B 6.335 4.777 -0.732  -0.62
26 O 7.207 4.544 0.264  0.22
27 O 6.643 5.589 -1.816  0.16
28 H 3.688 0.666 -1.104  0.07
29 H 4.511 0.851 0.255  0.08
30 H 6.280 1.704 -0.733  0.13
31 H 6.163 0.480 -2.024  0.11
32 H 4.085 2.655 -6.086  0.11
33 H 3.899 4.235 -5.763  0.10
34 H 3.784 5.994 -2.507  0.13
35 H 3.879 5.706 -4.210  0.13
36 H 1.634 5.872 -4.153  0.14
37 H 1.745 4.158 -3.887  0.11
38 H 4.850 3.306 0.066  0.12
39 H 4.150 4.819 -0.479  0.12
40 H 8.113 4.630 -0.067  0.13
41 H 6.075 6.367 -1.763  0.11
42 C -1.012 2.621 1.339  -0.06
43 O -1.260 1.725 2.415  -0.02
44 C -2.544 1.371 2.548  -0.64
45 O -3.447 1.754 1.855  0.14
46 O -2.636 0.526 3.568  0.00
47 C -3.966 0.056 3.830  -0.02
48 H 0.058 2.809 1.346  0.10
49 H -1.285 2.164 0.388  0.08
50 H -1.540 3.564 1.469  0.10
51 H -4.356 -0.488 2.972  0.10
52 H -4.623 0.884 4.084  0.10
53 H -3.905 -0.620 4.677  0.09
54 C -5.004 -4.761 4.366  -0.03
55 O -6.135 -4.908 5.226  0.00
56 C -6.653 -3.758 5.656  -0.63
57 O -6.253 -2.657 5.384  0.12
58 O -7.693 -4.042 6.437  -0.01
59 C -8.358 -2.893 6.971  -0.03
60 H -4.686 -5.762 4.093  0.09
61 H -5.276 -4.214 3.465  0.10
62 H -4.191 -4.257 4.885  0.10
63 H -8.761 -2.277 6.170  0.10
64 H -7.681 -2.313 7.594  0.10
65 H -9.176 -3.263 7.582  0.10
66 C 2.863 -2.508 -1.317  -0.05
67 O 1.719 -2.720 -0.487  0.02
68 C 1.144 -1.608 -0.041  -0.61
69 O 1.509 -0.481 -0.279  0.10
70 O 0.106 -1.949 0.714  0.03
71 C -0.604 -0.836 1.269  -0.03
72 H 3.227 -3.490 -1.605  0.10
73 H 2.590 -1.952 -2.212  0.09
74 H 3.646 -1.986 -0.769  0.07
75 H -1.013 -0.211 0.477  0.10
76 H 0.048 -0.257 1.915  0.10
77 H -1.420 -1.237 1.862  0.10
78 C 6.011 -1.980 -3.566  -0.05
79 O 7.310 -2.430 -3.196  0.01
80 C 7.308 -3.328 -2.203  -0.62
81 O 6.331 -3.744 -1.641  0.13
82 O 8.566 -3.669 -1.952  0.01
83 C 8.720 -4.633 -0.905  -0.03
84 H 6.140 -1.266 -4.373  0.08
85 H 5.401 -2.808 -3.923  0.11
86 H 5.519 -1.489 -2.725  0.07
87 H 8.216 -5.562 -1.163  0.10
88 H 8.335 -4.243 0.035  0.10
89 H 9.785 -4.819 -0.805  0.10
90 C -10.666 -5.489 0.015  -0.04
91 O -10.374 -6.272 1.173  0.01
92 C -10.130 -5.556 2.270  -0.63
93 O -10.139 -4.355 2.344  0.12
94 O -9.875 -6.399 3.267  0.01
95 C -9.596 -5.760 4.516  -0.03
96 H -10.843 -6.187 -0.798  0.09
97 H -11.561 -4.889 0.172  0.10
98 H -9.823 -4.849 -0.240  0.10
99 H -10.453 -5.174 4.845  0.10
100 H -8.715 -5.133 4.436  0.07
101 H -9.405 -6.544 5.242  0.10

***

No. 2
C40H35Br2CoNO2PS3 as an isolated structure. Source: OMol25; level of theory: ωB97M-V/def2-TZVPD.

Computed properties:
Orbital gap (alpha / beta) in eV: 6.88 / 6.82
⟨S²⟩: 0.769
ΔE to the lowest compared entry with this formula, charge and spin in eV: 1.0727
2S+1: 2
HOMO level (alpha / beta) in eV: -4.60 / -4.54
Largest force on an atom in eV/A: 1.0
Molecular weight in u: 907.64
Net charge: -1

Each line ends with the Löwdin spin population.
Cartesian coordinates (Å):
1 Co 0.571 0.077 0.334  1.03
2 C -5.118 -0.130 -0.848  0.00
3 C -4.611 -1.132 0.184  0.00
4 S -2.873 -1.593 0.108  0.01
5 C -2.772 -2.313 -1.542  0.00
6 C -2.545 -1.375 -2.745  0.00
7 S -1.463 0.026 -2.391  0.01
8 C -2.363 1.459 -3.014  0.00
9 C -3.834 1.624 -2.641  0.00
10 S -4.255 1.468 -0.885  0.00
11 H -6.176 0.058 -0.646  0.00
12 H -5.058 -0.563 -1.844  0.00
13 H -5.239 -2.027 0.116  0.00
14 H -4.748 -0.724 1.187  0.00
15 H -3.681 -2.898 -1.706  0.00
16 H -1.943 -3.018 -1.488  0.00
17 H -3.497 -1.020 -3.139  0.00
18 H -2.080 -1.972 -3.532  0.00
19 H -2.291 1.520 -4.104  0.00
20 H -1.773 2.290 -2.619  0.00
21 H -4.458 0.919 -3.193  0.00
22 H -4.157 2.618 -2.962  0.00
23 C -4.312 2.410 3.812  0.00
24 C -3.656 3.580 3.459  0.00
25 C -2.550 3.535 2.623  0.00
26 C -2.098 2.322 2.118  0.00
27 C -2.763 1.151 2.470  0.00
28 C -3.857 1.193 3.321  0.00
29 P -0.601 2.152 1.072  0.00
30 C -0.462 3.746 0.215  0.00
31 C 0.777 4.321 -0.049  0.00
32 C 0.875 5.448 -0.852  0.00
33 C -0.264 6.016 -1.402  0.00
34 C -1.506 5.444 -1.152  0.00
35 C -1.602 4.314 -0.356  0.00
36 C 0.608 2.138 2.454  0.00
37 C 1.117 3.226 3.105  0.00
38 C 1.742 3.068 4.363  0.00
39 C 1.731 1.850 4.981  0.00
40 C 1.172 0.710 4.345  0.00
41 C 1.023 -0.526 5.018  0.00
42 C 0.408 -1.563 4.379  0.00
43 C 0.057 -1.470 3.012  0.00
44 C 0.267 -0.339 2.256  -0.03
45 C 0.703 0.819 3.016  0.00
46 H -5.171 2.445 4.470  0.00
47 H -4.000 4.534 3.842  0.00
48 H -2.038 4.455 2.366  0.00
49 H -2.404 0.206 2.083  0.00
50 H -4.355 0.273 3.601  0.00
51 H 1.678 3.867 0.344  0.00
52 H 1.850 5.867 -1.064  0.00
53 H -0.185 6.892 -2.032  0.00
54 H -2.401 5.872 -1.587  0.00
55 H -2.574 3.870 -0.175  0.00
56 H 1.000 4.221 2.691  0.00
57 H 2.167 3.930 4.862  0.00
58 H 2.134 1.744 5.981  0.00
59 H 1.368 -0.618 6.042  0.00
60 H 0.244 -2.495 4.909  0.00
61 H -0.340 -2.360 2.544  0.00
62 Br 3.443 -1.349 2.479  0.00
63 C 3.891 -0.188 1.057  0.00
64 C 5.244 0.045 0.825  0.00
65 C 5.585 0.908 -0.201  0.00
66 C 4.578 1.479 -0.966  0.00
67 C 3.265 1.168 -0.658  0.00
68 N 2.922 0.365 0.362  0.02
69 C 2.134 1.715 -1.562  0.00
70 O 2.478 2.456 -2.482  0.00
71 O 0.962 1.359 -1.241  0.00
72 H 5.984 -0.441 1.444  0.00
73 H 6.626 1.124 -0.407  0.00
74 H 4.760 2.136 -1.803  0.00
75 Br 1.409 -5.658 -3.060  0.00
76 C 1.189 -4.053 -2.049  0.00
77 C 1.485 -2.832 -2.628  0.00
78 C 1.309 -1.674 -1.880  0.00
79 C 0.836 -1.665 -0.555  -0.02
80 C 0.576 -2.938 -0.031  0.00
81 C 0.737 -4.123 -0.745  0.00
82 H 1.841 -2.784 -3.649  0.00
83 H 1.516 -0.731 -2.374  0.00
84 H 0.221 -3.028 0.984  0.00
85 H 0.515 -5.082 -0.295  0.00

***

No. 3
A 2-piece molecular cluster, C4H13BrN2Si overall in a non-equilibrium geometry. Source: OMol25; level of theory: ωB97M-V/def2-TZVPD.

Computed properties:
Orbital gap (alpha / beta) in eV: 3.58 / 3.58
ΔE to the lowest compared entry with this formula, charge and spin in eV: 4.1986
2S+1: 1
HOMO level (alpha / beta) in eV: -6.21 / -6.21
Largest force on an atom in eV/A: 5.8
Molecular weight in u: 197.15
Net charge: 0

Each line ends with the Löwdin charge.
Cartesian coordinates (Å):
1 C -2.598 -0.235 1.214  -0.12
2 C -1.838 -1.533 -0.990  -0.01
3 C 1.496 -0.338 0.684  -0.16
4 C 1.930 1.542 -0.889  -0.11
5 N -1.817 -0.269 -0.046  -0.34
6 N 0.976 0.648 -0.232  -0.33
7 Si -0.706 0.956 -0.413  0.89
8 Br 5.323 0.149 0.833  -0.79
9 H -2.081 0.381 1.881  0.03
10 H -3.616 0.242 1.104  0.09
11 H -2.605 -1.347 1.663  0.14
12 H -1.723 -2.407 -0.294  0.11
13 H -2.589 -1.432 -1.663  0.04
14 H -0.872 -1.515 -1.400  0.04
15 H 2.261 -1.054 0.301  0.08
16 H 2.047 0.000 1.623  0.10
17 H 0.717 -0.941 1.195  0.07
18 H 2.490 1.990 -0.158  0.04
19 H 2.606 0.808 -1.475  0.13
20 H 1.336 2.262 -1.557  0.08
21 H -0.738 2.093 -1.382  0.00

***

No. 4
The molecule C2H4N2O2S in a non-equilibrium geometry. Source: OMol25; level of theory: ωB97M-V/def2-TZVPD.

Computed properties:
Orbital gap in eV: 9.01
ΔE to the lowest compared entry with this formula, charge and spin in eV: 3.4003
SMILES string: O=C1CNSN1O
2S+1: 1
HOMO level in eV: -8.68
Largest force on an atom in eV/A: 2.8
Molecular weight in u: 120.13
Net charge: 0

Each line ends with the Löwdin charge.
Cartesian coordinates (Å):
1 C 0.035 0.255 0.894  -0.51
2 C -1.047 0.677 -0.183  -0.16
3 N -0.853 -0.110 -1.448  -0.38
4 N 0.826 -0.677 0.280  -0.40
5 O 0.094 0.522 2.070  0.09
6 O 2.030 -1.003 0.971  0.00
7 S 0.814 -0.645 -1.462  0.91
8 H -2.085 0.364 0.098  0.13
9 H -0.949 1.812 -0.429  0.14
10 H -1.420 -0.966 -1.754  0.10
11 H 2.555 -0.229 0.964  0.08

***

No. 5
The molecule C18H21NO4. Source: OMol25; level of theory: ωB97M-V/def2-TZVPD.

Computed properties:
Orbital gap in eV: 8.68
ΔE to the lowest compared entry with this formula, charge and spin in eV: 0.8284
SMILES string: CCOC(=O)c1ccc(NC[C@H](O)COc2ccccc2)cc1
2S+1: 1
HOMO level in eV: -8.04
Largest force on an atom in eV/A: 0.7
Molecular weight in u: 315.37
Net charge: 0

Each line ends with the Löwdin charge.
Cartesian coordinates (Å):
1 C 3.633 -5.433 -4.269  -0.07
2 C 2.162 -5.375 -3.901  -0.23
3 H 1.543 -5.129 -4.772  0.13
4 H 1.812 -6.334 -3.500  0.13
5 O 1.985 -4.368 -2.909  -0.02
6 C 0.735 -4.221 -2.435  -0.46
7 O -0.193 -4.895 -2.821  0.10
8 C 0.634 -3.167 -1.414  -0.14
9 C 1.732 -2.405 -1.013  -0.01
10 C 1.597 -1.423 -0.058  -0.02
11 C 0.354 -1.172 0.537  -0.26
12 C -0.746 -1.943 0.131  -0.02
13 C -0.607 -2.920 -0.824  -0.01
14 H -1.453 -3.512 -1.139  0.12
15 H -1.710 -1.760 0.584  0.11
16 N 0.180 -0.246 1.530  0.03
17 H -0.780 -0.060 1.779  0.13
18 C 1.115 0.797 1.850  -0.14
19 C 1.225 1.896 0.764  -0.35
20 O 2.219 2.825 1.101  -0.01
21 H 1.898 3.338 1.854  0.10
22 C -0.127 2.593 0.553  -0.15
23 O -0.513 3.139 1.798  -0.05
24 C -1.679 3.848 1.876  -0.26
25 C -2.550 4.063 0.816  -0.02
26 C -3.707 4.799 1.018  -0.09
27 C -4.005 5.321 2.262  -0.10
28 C -3.136 5.104 3.320  -0.09
29 C -1.981 4.374 3.132  -0.01
30 H -1.293 4.197 3.944  0.12
31 H -3.358 5.507 4.296  0.10
32 H -4.908 5.893 2.409  0.10
33 H -4.377 4.961 0.187  0.10
34 H -2.341 3.667 -0.166  0.10
35 H -0.007 3.388 -0.194  0.14
36 H -0.869 1.870 0.190  0.13
37 H 1.537 1.446 -0.184  0.15
38 H 2.109 0.370 2.006  0.12
39 H 0.795 1.264 2.784  0.13
40 H 2.462 -0.848 0.232  0.10
41 H 2.694 -2.590 -1.463  0.12
42 H 3.959 -4.471 -4.656  0.08
43 H 4.228 -5.674 -3.393  0.08
44 H 3.791 -6.194 -5.028  0.08

***

No. 6
C4H9NO as an isolated structure in a non-equilibrium geometry. Source: OMol25; level of theory: ωB97M-V/def2-TZVPD.

Computed properties:
Orbital gap in eV: 9.39
ΔE to the lowest compared entry with this formula, charge and spin in eV: 5.1938
2S+1: 1
HOMO level in eV: -8.47
Largest force on an atom in eV/A: 8.2
Molecular weight in u: 87.12
Net charge: 0

Each line ends with the Löwdin charge.
Cartesian coordinates (Å):
1 C 0.792 1.014 -0.603  -0.10
2 C -0.051 0.435 0.385  -0.77
3 C 0.273 -1.083 0.509  -0.21
4 C -1.304 -0.080 -0.336  -0.10
5 H 0.693 0.531 -1.637  0.11
6 H 0.733 2.108 -0.648  0.09
7 H 2.084 0.708 -0.557  0.17
8 H 1.062 1.616 1.300  0.22
9 H 1.434 -1.302 0.419  0.15
10 H -0.321 -1.372 1.501  0.15
11 H -0.975 -2.326 -0.670  0.15
12 H -1.978 -0.324 0.610  0.15
13 H -1.876 0.217 -1.145  0.09
14 N -0.592 -1.345 -0.527  -0.10
15 O 0.026 1.202 1.400  0.02